{
  "formula": "C30H80O10",
  "method": "ωB97M-V with the def2-TZVPD basis set",
  "smiles": "CC(C)O.CC(C)O.CC(C)O.CC(C)O.CC(C)O.CC(C)O.CC(C)O.CC(C)O.CC(C)O.CC(C)O",
  "orbital_gap_ev": 9.1,
  "total_energy_ha": -1942.9953,
  "lumo_energy_ha": 0.0077,
  "spin_multiplicity": 1,
  "e_above_lowest_kcal_mol": 268.1,
  "species": ["O", "O", "O", "O", "O", "O", "O", "O", "O", "O", "C", "C", "C", "C", "C", "C", "C", "C", "C", "C", "C", "C", "C", "C", "C", "C", "C", "C", "C", "C", "C", "C", "C", "C", "C", "C", "C", "C", "C", "C", "H", "H", "H", "H", "H", "H", "H", "H", "H", "H", "H", "H", "H", "H", "H", "H", "H", "H", "H", "H", "H", "H", "H", "H", "H", "H", "H", "H", "H", "H", "H", "H", "H", "H", "H", "H", "H", "H", "H", "H", "H", "H", "H", "H", "H", "H", "H", "H", "H", "H", "H", "H", "H", "H", "H", "H", "H", "H", "H", "H", "H", "H", "H", "H", "H", "H", "H", "H", "H", "H", "H", "H", "H", "H", "H", "H", "H", "H", "H", "H"],
  "positions_angstrom": [[5.5130, 2.9437, 1.9903], [0.1785, -1.1131, -0.7889], [-1.8129, -2.6290, -1.7922], [-0.5736, 5.6109, 2.0250], [2.5362, -2.7175, 0.0027], [-5.7397, 0.3854, -1.8635], [-2.0108, 0.2509, 2.2723], [1.5161, -5.4734, -0.3003], [0.5858, 0.4752, 3.3933], [-3.5405, 1.3738, -0.1331], [-1.5223, -3.0471, -2.9289], [2.2432, -0.5208, 2.4279], [-0.7024, 0.5580, -1.8554], [1.6575, 0.7949, 2.8905], [-0.7072, -4.8961, 0.0100], [3.5309, -2.9846, -0.7057], [-0.0556, -3.3627, -3.1364], [-2.4448, -4.1777, -3.2669], [4.2293, 4.6779, 1.4258], [2.5794, 1.5307, 3.7762], [-5.2126, 0.5329, -2.9693], [0.3282, 0.1443, -0.8407], [-6.3174, 0.1479, -3.9375], [-3.9939, -0.2749, -3.2821], [-0.0493, 5.1601, 0.9988], [4.1183, 2.5093, 0.2275], [0.6226, -5.4565, 0.5438], [-2.8315, 3.2823, -1.3589], [-2.4747, -0.8893, 2.4489], [-2.3870, -1.1724, 3.9514], [4.5197, -1.8784, -0.4804], [3.2628, -3.1599, -2.1421], [1.0562, 5.9541, 0.4045], [-1.7290, -1.9346, 1.6111], [-3.1719, 3.0936, 1.1830], [-2.7998, 2.3764, -0.0732], [0.9643, -4.6869, 1.8263], [1.7358, 0.6226, -1.0584], [5.0347, 3.4336, 0.9337], [0.3338, 3.7249, 1.2625], [3.1994, 2.2492, 3.1764], [-1.4211, -1.1041, 4.3859], [4.7415, 1.6291, -0.0275], [-4.2852, -1.3355, -3.4730], [-6.0459, 0.5867, -4.8843], [3.8531, -3.9902, -0.3647], [3.1062, -0.2440, 1.8272], [-3.5275, -0.0069, -4.2546], [0.2548, -4.9489, 2.6135], [1.7718, -4.5570, -0.3201], [0.5533, -2.4898, -3.0507], [2.5803, -1.1105, 3.3055], [-3.0368, -0.5308, 4.5658], [-0.6999, -1.6910, 1.6789], [4.7952, -1.5857, 0.5716], [0.6259, 6.8695, -0.0396], [-4.2094, 3.3669, 1.2566], [4.8717, 5.5159, 1.6922], [1.5848, -1.1197, 1.8455], [-2.1121, -4.9548, -2.5909], [-4.9610, 1.6284, -3.0355], [2.7763, -2.2368, -2.5696], [-0.4856, 3.0836, 1.6058], [-1.8006, 2.0336, 0.0409], [0.1562, -3.7618, -4.1543], [-0.6778, 0.2206, -2.9174], [-5.0553, 0.4900, -1.1908], [-0.8276, 5.1151, 0.2659], [1.0932, 3.5698, 1.9626], [-1.6872, 0.3316, -1.4100], [-3.5074, -0.8648, 2.2363], [-1.4860, -4.8853, 0.7503], [1.6866, 6.2758, 1.2282], [-1.8938, -2.9711, 1.9367], [4.1238, -3.3122, -2.7680], [1.5991, 5.3836, -0.3213], [3.6372, 4.4432, 2.3092], [-2.3272, -4.5295, -4.3260], [-0.0711, 0.4706, 0.1249], [0.6194, 3.2906, 0.3048], [-0.5680, -3.8684, -0.2720], [4.2040, -0.9871, -1.0826], [1.9666, -4.8521, 2.1455], [2.6398, -3.9768, -2.4501], [-1.1450, -1.9803, -1.5520], [-3.3087, -0.3367, -2.4766], [0.4316, -6.5057, 0.9035], [-2.6807, 4.0501, 1.1918], [0.7795, 0.4811, 4.3370], [-2.6893, 2.6711, -2.2411], [6.2708, 2.4455, 1.7089], [2.1347, 0.3371, -1.9984], [-1.9953, 3.9586, -1.2845], [0.9275, -3.5659, 1.6854], [3.7776, 3.0413, -0.6959], [3.3039, 0.8118, 4.2264], [-6.3769, -0.9208, -4.0020], [1.7478, 1.7383, -1.0905], [-1.0608, 0.2659, 2.4675], [-1.4584, 6.0143, 1.9088], [-3.7451, 3.8772, -1.3797], [-1.1622, -5.4387, -0.7712], [-1.7924, -2.2383, -3.6312], [3.5439, 4.9470, 0.6657], [2.4673, 0.3278, -0.3276], [5.8515, 3.7259, 0.2464], [-0.7213, 1.6537, -2.0389], [-2.9177, 2.5478, 2.0845], [-2.7417, -2.2089, 4.0475], [-3.5126, -3.9438, -3.1236], [5.4580, -2.1739, -0.8456], [0.2554, -4.2117, -2.4298], [-7.3012, 0.3482, -3.5609], [-3.2963, 0.7701, 0.5727], [-2.0486, -1.7995, 0.5901], [3.1476, 2.1895, 0.7017], [2.2243, 2.0299, 4.7018], [2.9158, -2.6515, 0.9102], [1.0030, -1.4911, -0.4939], [1.4913, 1.3873, 1.9747]],
  "atomic_forces_ev_per_a": [[3.896, -3.638, 6.672], [0.596, -8.300, 0.111], [-1.644, 2.665, 8.403], [-4.764, 5.127, 9.051], [-8.069, 1.995, 5.935], [-2.973, -2.178, 10.176], [3.535, 9.243, -2.760], [7.319, 0.110, -6.541], [-10.092, -1.502, 6.145], [-5.867, -8.143, -1.823], [0.491, -1.211, -8.488], [2.749, 0.269, 0.078], [-1.150, 2.650, -1.136], [7.423, 1.195, -6.043], [0.250, 0.158, 1.278], [7.296, -2.683, -3.309], [0.373, -2.624, -0.382], [0.007, -1.095, -1.258], [0.725, -0.298, -0.402], [3.118, 0.889, 1.035], [1.949, 2.409, -8.084], [-0.608, 6.208, -0.320], [0.683, 0.221, -0.777], [-0.018, -1.784, -1.736], [1.979, -4.544, -6.798], [-1.173, -0.656, -1.952], [-8.353, -1.599, 7.432], [-0.216, -0.724, 1.509], [-1.343, -7.396, 3.136], [-1.919, -1.753, 0.233], [1.181, 1.269, -0.129], [-1.188, 1.560, -2.372], [-0.002, 1.525, 0.333], [-1.592, -0.326, 0.459], [0.479, 1.964, 0.635], [3.869, 6.892, 0.045], [-0.789, 1.535, -0.009], [-0.192, 2.033, -0.048], [-3.963, 5.100, -4.121], [-0.784, -1.271, -1.744], [-0.467, -0.518, 0.815], [1.217, 0.017, -0.018], [-0.712, 0.037, -0.223], [-0.016, 0.493, 0.349], [-0.663, -0.019, -0.693], [1.214, 0.140, -0.197], [0.519, -0.566, -0.223], [-0.012, 0.313, 0.779], [0.179, 0.108, 0.067], [0.915, 0.795, -0.963], [0.437, 0.545, 0.492], [-0.153, 0.244, -0.376], [0.025, -0.046, -0.467], [1.217, 0.028, 0.057], [-1.012, -0.346, -0.669], [0.359, -0.314, -0.033], [-0.769, -0.282, -0.371], [0.081, 0.005, -0.120], [-0.853, -0.191, -0.485], [-0.494, -0.711, 0.046], [0.212, -0.247, -1.034], [0.326, -0.667, 0.440], [-0.252, 0.515, 0.025], [1.650, 0.190, 0.039], [-0.373, 0.245, 0.475], [0.493, -0.733, 0.928], [-0.227, 0.174, 0.598], [-0.436, -0.447, -1.473], [1.562, 0.218, 1.121], [0.380, -0.083, -0.497], [-1.569, -0.362, -0.604], [-0.247, 0.034, 0.774], [0.472, 0.018, -0.043], [0.000, 0.356, -0.194], [0.896, 0.108, 0.225], [0.380, -0.107, -0.478], [0.088, -0.370, 0.065], [0.030, 0.262, 0.919], [0.290, 1.441, 0.371], [0.401, -0.269, -0.067], [0.065, 0.404, -0.319], [0.201, -0.579, 0.771], [0.904, -0.658, 0.402], [-0.671, -0.542, 0.497], [0.066, 0.326, 0.773], [0.920, 0.338, 0.650], [-0.011, 0.499, -0.282], [0.576, 0.580, 0.424], [-1.297, -0.374, 0.397], [-0.292, -0.053, -0.238], [0.707, -0.820, 0.697], [0.195, -0.593, -1.195], [0.328, 0.350, -0.039], [-0.379, -1.027, -0.030], [0.373, -0.735, 0.294], [-0.174, 0.318, -0.417], [0.497, -0.805, -0.321], [-0.084, -0.746, 0.168], [-0.064, 0.347, 0.141], [1.070, -0.336, 0.140], [-0.110, -0.172, -0.270], [0.046, -0.737, -1.279], [0.346, 0.115, -0.935], [-0.606, 0.696, -0.725], [-0.018, -0.325, 0.638], [-0.453, 0.311, -0.283], [0.095, -0.340, 0.530], [0.194, -0.202, 0.019], [0.094, 0.129, 0.619], [0.534, 0.063, 0.204], [1.515, -0.311, -0.908], [-0.195, 1.390, -0.757], [-0.422, 1.141, 0.021], [-0.065, -0.293, 0.243], [0.059, -0.275, -0.478], [1.295, 0.441, 0.213], [-0.669, 0.085, -0.925], [-1.257, 0.150, -0.544], [0.403, -1.186, 0.323], [-0.023, 0.123, -0.006]],
  "lowdin_charge": [0.02, -0.03, -0.01, 0.04, -0.04, 0.03, -0.01, 0.05, 0.03, 0.01, -0.69, -0.03, -0.02, -0.69, -0.03, -0.66, -0.03, -0.03, -0.02, -0.02, -0.68, -0.59, -0.04, -0.04, -0.68, -0.06, -0.63, 0.01, -0.61, -0.03, -0.03, -0.03, -0.03, 0.00, -0.03, -0.62, -0.04, -0.02, -0.64, -0.02, 0.08, 0.05, 0.09, 0.09, 0.08, 0.16, 0.07, 0.10, 0.09, 0.06, 0.05, 0.11, 0.09, 0.05, 0.10, 0.09, 0.09, 0.08, 0.05, 0.06, 0.14, 0.10, 0.08, 0.09, 0.10, 0.11, 0.09, 0.11, 0.05, 0.07, 0.14, 0.07, 0.08, 0.09, 0.09, 0.07, 0.08, 0.10, 0.13, 0.08, 0.06, 0.09, 0.07, 0.07, 0.05, 0.03, 0.16, 0.05, 0.14, 0.06, 0.11, 0.08, 0.06, 0.07, 0.10, 0.10, 0.07, 0.09, 0.09, 0.15, 0.09, 0.06, 0.13, 0.03, 0.04, 0.15, 0.09, 0.08, 0.08, 0.09, 0.06, 0.10, 0.08, 0.10, 0.07, 0.07, 0.10, 0.13, 0.08, 0.12]
}